Entry 1:
This record from OMol25 describes C35H37HfNO3P2 as an isolated structure at a distorted geometry. The level of theory is ωB97M-V/def2-TZVPD.

charge	+2
E_LUMO	-7.818	eV

Positions of all 79 atoms, in Å:
Hf (0.2372, 0.5458, 3.3508)
C (-1.7711, 0.8928, -3.4713)
C (-1.7963, -0.4153, -3.2017)
C (-1.0773, -1.4584, -4.0157)
C (0.3555, -1.0877, -4.4833)
C (1.1670, -0.2478, -3.5370)
C (1.2184, 1.0895, -3.5929)
C (0.3629, 1.9459, -4.4673)
C (-1.0921, 1.4637, -4.6902)
C (2.2173, 0.3258, 4.2796)
H (-2.3373, 1.6110, -2.8606)
H (-2.4579, -0.8005, -2.4189)
H (-1.6471, -1.7128, -4.9278)
H (-1.0217, -2.3876, -3.4250)
H (0.8945, -2.0336, -4.6368)
H (0.2965, -0.6048, -5.4695)
H (1.8329, -0.8202, -2.8833)
H (2.0308, 1.6515, -3.1341)
H (0.8261, 2.0623, -5.4638)
H (0.3350, 2.9542, -4.0235)
H (-1.6604, 2.3398, -5.0304)
H (-1.0992, 0.7415, -5.5177)
H (2.4012, 1.1957, 4.9409)
H (3.1602, 0.1586, 3.7468)
H (2.1078, -0.5151, 4.9952)
P (-1.7670, -0.7880, 0.9030)
P (1.7717, 0.1649, 1.1194)
C (-0.4580, -0.8836, -0.2976)
C (0.8708, -0.6195, -0.2074)
C (-2.6807, -2.2982, 1.1679)
C (-3.0151, -3.1519, 0.1004)
C (-3.7491, -4.3155, 0.3414)
C (-4.1167, -4.6552, 1.6503)
C (-3.7479, -3.8262, 2.7197)
C (-3.0287, -2.6572, 2.4826)
C (-2.8874, 0.6041, 0.6539)
C (-2.3398, 1.8929, 0.6254)
C (-3.1582, 3.0160, 0.4883)
C (-4.5477, 2.8832, 0.3682)
C (-5.1082, 1.5989, 0.4501)
C (-4.2889, 0.4681, 0.5941)
C (3.2061, -0.9184, 1.3544)
C (2.9650, -2.2089, 1.8644)
C (4.0424, -3.0400, 2.1552)
C (5.3488, -2.6096, 1.8976)
C (5.5826, -1.3323, 1.3792)
C (4.5171, -0.4736, 1.1076)
C (2.3262, 1.8449, 0.6623)
C (2.5467, 2.8606, 1.6205)
C (2.9651, 4.1230, 1.1956)
C (3.1243, 4.3965, -0.1694)
C (2.8600, 3.4002, -1.1199)
C (2.4592, 2.1314, -0.6995)
H (-0.8419, -1.2161, -1.2728)
H (1.5018, -0.8906, -1.0626)
H (-2.6947, -2.9117, -0.9170)
H (-4.0289, -4.9649, -0.4928)
H (-4.6848, -5.5645, 1.8391)
H (-4.0209, -4.0905, 3.7427)
H (-2.7250, -2.0271, 3.3227)
H (-1.2634, 2.0300, 0.7408)
H (-2.7087, 4.0088, 0.4703)
H (-5.1842, 3.7620, 0.1995)
H (-6.1951, 1.4818, 0.3942)
H (-4.7445, -0.5196, 0.6707)
H (1.9425, -2.5407, 2.0568)
H (3.8590, -4.0187, 2.5919)
H (6.1880, -3.2724, 2.1099)
H (6.6023, -0.9895, 1.1959)
H (4.6882, 0.5334, 0.7186)
H (2.3959, 2.6517, 2.6840)
H (3.1620, 4.9007, 1.9355)
H (3.4399, 5.3896, -0.4936)
H (2.9576, 3.6147, -2.1889)
H (2.2190, 1.3376, -1.4017)
O (-0.5860, 1.5410, 4.8445)
N (-0.4818, 0.0401, 5.2586)
O (-0.9454, -0.2406, 6.3178)
O (-1.0262, -0.5451, 2.2655)

---

Entry 2:
This record from OMol25 describes C35H37IN8SSiW as an isolated structure. The level of theory is ωB97M-V/def2-TZVPD.

charge	+2
relative energy (zero: lowest compared OMol25 entry of this formula, charge and spin)	0.0	kcal per mole
2S+1	3
E_LUMO (spin up / spin down)	-5.637 / -6.448	eV

Positions of all 84 atoms, in Å:
W (0.3081, -0.1217, -0.1077)
C (3.4902, 0.2673, 2.8822)
C (3.1504, 1.4045, 3.6119)
C (1.9881, 2.0682, 3.2937)
C (1.1852, 1.5942, 2.2586)
N (1.5338, 0.5086, 1.5274)
C (2.6782, -0.1386, 1.8537)
C (-0.1064, 2.1551, 1.9014)
C (-0.6891, 3.2744, 2.4858)
C (-1.9570, 3.6579, 2.0954)
C (-2.6422, 2.8831, 1.1680)
C (-2.0196, 1.7799, 0.6151)
N (-0.7365, 1.4498, 0.9366)
C (-2.6602, 0.8644, -0.3082)
C (-3.6303, 1.1563, -1.2238)
C (-4.0963, 0.1990, -2.1220)
C (-3.4983, -1.0896, -2.1146)
C (-2.5527, -1.4211, -1.2204)
N (-2.1402, -0.5014, -0.1698)
H (4.3895, -0.2915, 3.0979)
H (3.7837, 1.7574, 4.4138)
H (1.6893, 2.9464, 3.8464)
H (2.9304, -0.9906, 1.2399)
H (-0.1556, 3.8355, 3.2384)
H (-2.4261, 4.5275, 2.5337)
H (-3.6649, 3.1106, 0.9017)
H (-3.9964, 2.1739, -1.2762)
H (-4.8667, 0.4436, -2.8369)
H (-3.7912, -1.8297, -2.8475)
H (-2.0959, -2.3964, -1.1460)
C (1.7280, -1.3901, -5.5613)
C (3.0414, -1.2166, -4.8154)
N (2.9367, -0.3574, -3.6349)
C (2.2239, -0.6441, -2.5448)
S (2.3611, 0.4663, -1.1730)
N (1.5049, -1.7385, -2.4912)
N (0.8888, -1.8452, -1.2611)
C (0.6419, -3.0390, -0.8124)
C (0.8974, -4.2892, -1.5787)
C (0.2193, -3.0607, 0.5918)
C (-0.0050, -4.2340, 1.2920)
C (-0.2428, -4.1726, 2.6559)
C (-0.2669, -2.9359, 3.2805)
C (-0.0855, -1.8013, 2.5156)
N (0.1570, -1.8478, 1.1982)
H (1.9207, -1.8834, -6.5132)
H (1.2874, -0.4143, -5.7757)
H (1.0123, -1.9859, -5.0001)
H (3.7563, -0.7204, -5.4694)
H (3.4702, -2.1812, -4.5336)
H (3.5936, 0.3997, -3.5417)
H (1.0492, -4.0620, -2.6285)
H (0.0644, -4.9844, -1.4697)
H (1.7954, -4.7873, -1.2042)
H (0.0417, -5.1844, 0.7813)
H (-0.3981, -5.0812, 3.2220)
H (-0.4361, -2.8420, 4.3438)
H (-0.1369, -0.8162, 2.9582)
I (-0.6625, 5.1740, -2.9000)
C (-0.7031, 3.1060, -3.0498)
C (-1.0481, 2.4664, -4.2347)
C (-1.0486, 1.0833, -4.2563)
C (-0.7222, 0.3852, -3.1087)
N (-0.4131, 0.9988, -1.9578)
C (-0.3875, 2.3433, -1.9441)
H (-1.3022, 3.0366, -5.1180)
H (-1.2976, 0.5398, -5.1570)
H (-0.6959, -0.6937, -3.1120)
H (-0.0998, 2.8182, -1.0166)
C (-3.1960, -1.1044, 5.0292)
Si (-4.0348, -1.9482, 3.6006)
C (-3.9417, -3.7984, 3.7346)
C (-5.7818, -1.3754, 3.3698)
C (-3.1062, -1.4153, 2.0642)
C (-2.6194, -0.9959, 1.0446)
H (-3.7034, -1.3461, 5.9652)
H (-3.2145, -0.0194, 4.9108)
H (-2.1549, -1.4200, 5.1274)
H (-4.5875, -4.1267, 4.5523)
H (-2.9331, -4.1507, 3.9532)
H (-4.2904, -4.2844, 2.8222)
H (-6.3812, -1.6370, 4.2444)
H (-6.2376, -1.8473, 2.4982)
H (-5.8334, -0.2934, 3.2396)

---

Entry 3:
This record from OMol25 describes a 2-piece molecular cluster, C35H37N2 overall at a distorted geometry. The level of theory is ωB97M-V/def2-TZVPD.

charge	+1
relative energy (zero: lowest compared OMol25 entry of this formula, charge and spin)	38.5	kcal per mole
E_LUMO	-3.630	eV

Positions of all 74 atoms, in Å:
C (6.3396, -2.1654, 2.0810)
C (6.5753, -1.3338, 0.9774)
C (5.7233, -0.2567, 0.7200)
C (4.6168, -0.0206, 1.5452)
C (3.7183, 1.1556, 1.2513)
N (2.2932, 0.9061, 1.5852)
C (1.6539, 1.8155, 2.5623)
C (0.3646, 2.4256, 2.0757)
C (-0.6953, 2.6050, 2.9705)
C (-1.9338, 3.0418, 2.4975)
C (-2.0867, 3.3739, 1.1469)
C (-0.9962, 3.2805, 0.2741)
C (0.2422, 2.8511, 0.7536)
C (1.6353, -0.0883, 0.9751)
C (0.3009, -0.4195, 1.2263)
C (-0.5099, -1.2325, 0.4072)
C (-1.8874, -1.5049, 0.8294)
C (-2.6405, -2.4773, 0.1402)
C (-3.9521, -2.7708, 0.5070)
C (-4.5174, -2.1535, 1.6360)
C (-3.7767, -1.2041, 2.3497)
C (-2.4856, -0.8658, 1.9400)
C (4.3939, -0.8377, 2.6564)
C (5.2463, -1.9179, 2.9201)
H (7.0118, -2.9991, 2.2897)
H (7.4260, -1.5187, 0.3163)
H (5.8958, 0.4130, -0.1285)
H (4.0353, 2.0423, 1.8146)
H (3.7756, 1.3994, 0.1777)
H (1.4901, 1.2752, 3.5117)
H (2.3920, 2.6067, 2.7646)
H (-0.5475, 2.3751, 4.0316)
H (-2.7806, 3.1211, 3.1831)
H (-3.0505, 3.7261, 0.7703)
H (-1.0924, 3.5586, -0.7772)
H (1.1191, 2.8190, 0.1007)
H (2.2492, -0.7070, 0.2973)
H (-0.0885, -0.0713, 2.1921)
H (0.0122, -2.0638, -0.1202)
H (-2.1704, -3.0436, -0.6693)
H (-4.5159, -3.5185, -0.0564)
H (-5.5282, -2.4189, 1.9612)
H (-4.1856, -0.7428, 3.2529)
H (-1.9354, -0.1262, 2.5210)
H (3.5445, -0.6295, 3.3123)
H (5.0494, -2.5584, 3.7821)
C (3.4671, -0.1637, -2.4559)
C (2.9160, -1.4515, -2.5180)
C (1.5393, -1.6253, -2.4128)
C (0.6919, -0.5215, -2.1777)
C (-0.7060, -0.7193, -1.7842)
C (-1.6601, 0.2841, -1.9685)
N (-2.9020, 0.1073, -2.4178)
C (-3.8937, 1.1703, -2.3142)
C (-5.2028, 0.5649, -2.8284)
C (-4.8891, -0.8614, -3.3120)
C (-3.4123, -1.1418, -2.9707)
C (1.2378, 0.7758, -2.2331)
C (2.6246, 0.9480, -2.3218)
H (4.5481, -0.0280, -2.5312)
H (3.5599, -2.3198, -2.6832)
H (1.0927, -2.6167, -2.5221)
H (-1.0635, -1.7528, -1.7957)
H (-1.4302, 1.3045, -1.6186)
H (-3.9837, 1.5139, -1.2703)
H (-3.5936, 2.0425, -2.9166)
H (-5.9334, 0.5376, -2.0140)
H (-5.6147, 1.1733, -3.6400)
H (-5.5287, -1.6008, -2.8177)
H (-5.0365, -0.9563, -4.3960)
H (-2.8406, -1.4563, -3.8580)
H (-3.3299, -1.9585, -2.2361)
H (0.5733, 1.6439, -2.2075)
H (3.0418, 1.9629, -2.3339)